[1]
C2H6O5 | ωB97M-V with the def2-TZVPD basis set

Geometry (Å):
1 H 0.365 2.095 0.136
2 O -0.296 1.640 0.772
3 O -1.258 -1.151 -0.831
4 H -1.097 -0.890 1.269
5 H 0.165 -0.171 -3.024
6 O -0.486 -0.426 1.886
7 H 0.876 -1.358 -1.141
8 H 1.738 0.291 2.474
9 C 0.272 0.411 1.095
10 O 0.051 0.269 -2.051
11 C -0.020 -0.716 -1.077
12 H -1.890 -0.493 -0.960
13 O 1.582 0.498 1.452

**Lowest unoccupied orbital energy (alpha / beta)**: 0.6 / 0.5 eV
**Orbital gap (alpha / beta)**: 0.283 / 0.279 Ha
**Relative energy (zero: lowest compared OMol25 entry of this formula, charge and spin)**: 79.7 kcal per mole
**E**: -455.87682 Eh

[2]
C13H47N19O10 | ωB97M-V with the def2-TZVPD basis set

Geometry (Å):
1 C 1.066 -3.483 3.186
2 O -1.239 -4.024 -3.283
3 C 3.266 0.677 2.207
4 H 1.742 2.137 -0.046
5 H 1.028 3.319 -5.409
6 H -1.483 3.168 2.192
7 H 2.223 4.159 -6.609
8 H 4.857 -1.734 3.722
9 H 2.507 -1.216 -1.967
10 O -3.876 2.595 0.222
11 C -1.164 -0.499 3.796
12 H 1.928 2.447 -3.995
13 O -4.570 -1.486 3.675
14 N 3.015 -1.565 -2.767
15 N 4.171 0.735 -0.123
16 C -4.875 -0.936 2.638
17 H 4.541 2.107 1.358
18 C 3.970 -1.252 3.311
19 H -4.032 -0.165 -1.796
20 H -0.858 -0.722 0.782
21 H 0.705 -3.130 1.260
22 N -2.073 2.636 1.568
23 O 2.964 0.538 -3.607
24 N -4.035 -0.592 1.684
25 H -3.092 -0.729 2.020
26 C 3.673 1.559 0.990
27 N -3.612 0.750 -1.886
28 C -1.594 -4.015 -2.154
29 N -0.876 -0.238 -0.104
30 H 2.086 2.877 1.502
31 N -2.630 -4.561 -1.609
32 N -6.147 -0.727 2.282
33 H 2.962 3.391 0.061
34 H 4.040 -0.593 -5.423
35 H -0.559 -0.736 5.652
36 O 3.826 3.847 -3.998
37 H -4.426 4.619 1.332
38 C 2.546 2.526 0.578
39 H 2.950 1.267 3.067
40 O -2.860 0.468 -4.002
41 H -3.160 -5.169 -2.217
42 H 3.268 -0.872 4.053
43 N 1.751 3.112 -4.735
44 N -0.991 -3.347 -1.226
45 N -0.624 -1.208 4.762
46 H 4.312 -0.222 0.169
47 C -3.214 3.057 1.134
48 H -0.308 -2.103 4.416
49 H -6.326 -0.280 1.395
50 H -3.132 4.519 2.520
51 H 2.118 -5.077 3.474
52 H -0.339 -2.640 -1.533
53 H -2.420 1.080 3.753
54 N -2.733 2.312 -2.905
55 O 1.175 -0.958 -0.646
56 H 3.667 0.724 -0.998
57 N 0.227 0.540 -1.867
58 N 1.538 -4.626 2.780
59 H -2.552 2.734 -3.804
60 N 0.541 -2.861 2.219
61 H -1.696 0.613 5.274
62 O 1.359 -3.008 4.257
63 H -1.697 1.760 1.235
64 H 2.390 0.082 1.948
65 H -2.947 2.897 -2.109
66 H -3.460 1.307 -1.058
67 C -3.003 1.099 -3.005
68 C 0.226 -0.208 -0.851
69 N 2.960 4.308 -5.934
70 H -4.346 -0.549 0.724
71 H 4.045 -2.204 -4.722
72 N -1.823 0.462 4.283
73 H 3.435 5.198 -5.883
74 H -2.785 -4.578 -0.611
75 C 2.936 3.746 -4.760
76 O 4.421 -0.149 2.541
77 H -0.602 0.970 -2.252
78 H 3.390 -2.503 -2.756
79 H 1.522 -4.996 1.841
80 N 3.667 -1.269 -4.772
81 H -1.541 -3.379 -0.379
82 H -6.813 -1.112 2.936
83 H -1.727 0.130 -0.506
84 H 3.442 -2.001 2.721
85 N -3.608 4.159 1.705
86 H 0.140 -1.971 2.480
87 C 3.253 -0.647 -3.719
88 O -1.120 -0.814 2.662
89 H 1.120 0.521 -2.338

**Lowest unoccupied orbital energy (alpha / beta)**: -2.3 / -7.4 eV
**Charge**: +1
**Orbital gap (alpha / beta)**: 0.340 / 0.154 Ha
**2S+1**: 2
**Relative energy (zero: lowest compared OMol25 entry of this formula, charge and spin)**: 19.6 kcal per mole
**E**: -2316.16519 Eh

[3]
C18H20FNOS | ωB97M-V with the def2-TZVPD basis set

Geometry (Å):
1 H 6.443 0.971 -0.525
2 H -0.672 -3.534 -1.154
3 H 0.722 -2.667 -1.826
4 H 1.663 -1.856 2.369
5 C 2.480 0.051 1.728
6 H -0.760 -0.499 -1.249
7 C 3.316 1.613 -1.617
8 H 5.256 1.917 -2.470
9 H -3.322 4.326 0.014
10 C 4.650 0.550 0.559
11 F -0.720 0.798 0.920
12 H 2.048 -1.465 -0.523
13 C -1.927 1.323 0.594
14 H -5.289 2.873 -0.338
15 C 2.282 -1.464 1.560
16 S -2.807 -1.749 -1.171
17 O -0.238 -2.673 1.268
18 C -0.126 -2.589 -1.142
19 H 1.503 0.527 1.784
20 H -1.140 3.302 0.621
21 C 3.261 0.610 0.574
22 H 1.525 1.203 -0.522
23 C 2.604 1.145 -0.527
24 C 0.385 -2.356 0.276
25 H -5.080 0.432 -0.098
26 H 3.256 -1.967 1.572
27 H -1.069 -1.445 -2.714
28 H 3.010 0.224 2.666
29 C -2.889 -1.007 0.508
30 N 1.605 -1.784 0.326
31 H -3.782 -1.444 0.952
32 H 2.791 2.030 -2.465
33 C 5.364 1.019 -0.529
34 C -4.338 2.439 -0.074
35 H -2.009 -1.336 1.057
36 C -3.012 0.475 0.408
37 C 4.699 1.550 -1.621
38 C -3.236 3.256 0.124
39 C -4.223 1.069 0.066
40 H 5.173 0.138 1.410
41 C -1.060 -1.476 -1.624
42 C -2.017 2.695 0.461

**Lowest unoccupied orbital energy**: 0.7 eV
**Orbital gap**: 0.336 Ha
**Relative energy (zero: lowest compared OMol25 entry of this formula, charge and spin)**: 3.7 kcal per mole
**E**: -1325.98400 Eh

[4]
C3H3N2OP | ωB97M-V with the def2-TZVPD basis set

Geometry (Å):
1 N 2.953 1.954 0.237
2 H -0.251 -0.663 1.656
3 H 0.569 0.665 1.069
4 C 2.782 0.834 0.072
5 C -1.036 0.251 -1.510
6 P 2.632 -0.788 -0.455
7 N -0.772 0.123 -0.392
8 O 1.164 -1.149 0.257
9 C 0.191 -0.279 0.681
10 H -0.718 0.039 -2.603

**Lowest unoccupied orbital energy (alpha / beta)**: 0.2 / -1.8 eV
**Orbital gap (alpha / beta)**: 0.326 / 0.186 Ha
**Relative energy (zero: lowest compared OMol25 entry of this formula, charge and spin)**: 94.2 kcal per mole
**E**: -642.05775 Eh

[5]
C15H15N4O5SY | ωB97M-V with the def2-TZVPD basis set

Geometry (Å):
1 C -0.414 -1.481 2.480
2 H 3.783 3.811 -2.239
3 C 4.670 0.891 0.094
4 N 2.457 0.158 0.209
5 C 3.016 2.150 -1.150
6 H 0.262 -1.178 -5.003
7 O 1.224 -0.821 -2.403
8 O -0.440 -2.201 0.203
9 C 4.019 2.987 -1.579
10 H 1.994 2.305 -1.480
11 Y 0.077 -0.169 -0.344
12 N -0.471 -0.155 1.878
13 O 1.064 -3.151 1.556
14 H 6.119 3.458 -1.524
15 N -1.346 1.787 0.223
16 S 4.764 -0.490 1.125
17 C 3.352 1.093 -0.299
18 C -1.307 1.169 -3.514
19 H -1.625 0.270 -5.430
20 O -2.215 1.938 -3.297
21 C 5.349 2.784 -1.174
22 C 0.377 -0.164 -4.622
23 H 0.262 -1.520 3.338
24 H -0.547 1.653 -5.465
25 C -1.368 2.052 1.685
26 H -1.200 2.647 -0.298
27 N -0.560 0.536 -2.540
28 H 1.334 0.209 -4.988
29 C -1.238 0.756 2.486
30 H -2.275 2.568 1.996
31 O -1.817 0.646 3.562
32 C 5.690 1.742 -0.342
33 H 2.583 -1.573 1.405
34 H -1.405 -1.804 2.813
35 H -2.274 1.484 -0.069
36 H 6.716 1.593 -0.037
37 H -0.516 2.694 1.918
38 C -0.808 0.758 -4.902
39 C 0.413 -0.204 -3.116
40 C 3.076 -0.722 0.942
41 C 0.115 -2.406 1.385

**Lowest unoccupied orbital energy**: -0.2 eV
**Orbital gap**: 0.314 Ha
**Relative energy (zero: lowest compared OMol25 entry of this formula, charge and spin)**: 6.8 kcal per mole
**E**: -1612.59970 Eh

[6]
C30H42As3NS4Ti | ωB97M-V with the def2-TZVPD basis set

Geometry (Å):
1 H 1.005 1.030 -6.385
2 N 3.002 0.270 0.881
3 C 2.107 4.098 0.164
4 C 4.322 0.356 2.836
5 As -0.231 -0.359 1.606
6 H -4.736 0.558 0.754
7 H 2.565 2.418 3.297
8 H 0.168 -2.237 3.269
9 C 3.631 -0.846 0.469
10 C -2.056 -3.740 -2.514
11 Ti 1.367 0.861 -0.318
12 H 2.384 -1.007 -6.072
13 C 2.831 2.306 2.245
14 C 3.375 0.919 1.985
15 C 1.102 0.584 -5.405
16 H 1.329 5.641 1.429
17 H -2.715 0.088 -3.010
18 C 0.534 0.623 -3.045
19 H 3.632 3.022 2.033
20 C -2.091 -1.003 1.731
21 H -3.690 -1.361 -3.369
22 H -3.125 -3.934 -2.601
23 C 2.805 3.753 -0.998
24 H -5.642 0.182 4.129
25 C -2.727 -2.169 0.953
26 C 4.903 -0.850 2.482
27 C -2.677 -0.971 -3.258
28 C -1.816 -3.394 0.958
29 C 1.985 -1.111 -3.973
30 C 3.119 6.119 -1.396
31 H -4.393 -1.026 4.414
32 H -2.140 -1.092 -4.200
33 H 2.564 -2.012 -3.826
34 S 1.527 -1.393 -1.308
35 H -6.444 0.659 1.196
36 As -5.571 -1.446 2.199
37 As -1.718 -1.927 -1.854
38 H 3.868 4.569 -2.664
39 H 0.608 1.061 3.538
40 H 4.607 0.866 3.743
41 H -0.947 0.315 3.944
42 C -4.824 -0.365 3.663
43 S -0.366 1.466 -1.755
44 H -1.609 -4.475 -1.848
45 H 2.244 7.471 0.031
46 C 2.402 6.442 -0.249
47 C 3.316 4.803 -1.765
48 S 3.098 2.094 -1.504
49 H -0.892 1.748 2.878
50 H 5.068 -2.358 0.951
51 H -4.448 -3.435 1.197
52 C -0.385 0.823 3.155
53 H 3.758 -2.330 -1.067
54 H 5.635 -1.307 3.131
55 H -3.710 -2.978 2.707
56 C 1.893 5.422 0.533
57 C 1.329 -0.529 -2.893
58 H 3.813 -0.650 -1.648
59 H -2.123 -1.254 2.802
60 H 3.521 6.906 -2.017
61 H -3.552 -0.813 -0.538
62 H -0.156 2.042 -4.478
63 C -3.127 -1.817 -0.484
64 H -2.312 -4.235 0.475
65 H 1.682 -1.371 2.918
66 H -1.595 -3.845 -3.498
67 S 1.408 2.851 1.216
68 H -0.877 -3.213 0.422
69 C 3.335 -1.334 -0.936
70 H -3.913 -2.509 -0.806
71 H 1.046 -2.564 1.762
72 H -5.951 -0.416 -0.109
73 C 0.446 1.155 -4.334
74 H -2.700 -0.100 1.617
75 C 4.580 -1.452 1.270
76 C 0.773 -1.790 2.478
77 H -4.072 0.350 3.332
78 H -1.570 -3.699 1.975
79 C -5.656 -0.015 0.859
80 C 1.880 -0.553 -5.233
81 C -4.006 -2.585 1.728

**Lowest unoccupied orbital energy (alpha / beta)**: -3.3 / -3.1 eV
**Charge**: +1
**Orbital gap (alpha / beta)**: 0.252 / 0.258 Ha
**2S+1**: 2
**Relative energy (zero: lowest compared OMol25 entry of this formula, charge and spin)**: 0.0 kcal per mole
**E**: -10372.51024 Eh

[7]
C15H23NO3S | ωB97M-V with the def2-TZVPD basis set

Geometry (Å):
1 H 6.024 0.758 -0.520
2 H 4.569 2.394 0.634
3 H -2.583 2.781 -1.963
4 C 3.052 -0.513 -0.626
5 S -0.772 -2.929 -0.048
6 H -3.115 2.217 2.168
7 C -2.931 2.032 -1.247
8 O 4.146 0.230 -0.910
9 C 4.796 1.445 1.114
10 C -2.406 2.394 0.142
11 C -1.922 -0.534 0.419
12 O -1.377 -3.167 -1.324
13 H -2.592 3.460 0.300
14 H -0.939 -0.129 0.123
15 H 3.544 -1.184 1.369
16 H -4.022 2.082 -1.230
17 C 0.738 -2.002 -0.297
18 H -3.879 -0.446 -0.497
19 C 5.164 0.407 0.058
20 C 2.827 -1.206 0.564
21 O -0.504 -4.047 0.809
22 H 5.630 1.584 1.795
23 H -3.183 -0.341 2.139
24 H -1.501 -2.014 1.818
25 H 0.210 -1.409 -2.268
26 H 2.295 -0.049 -2.565
27 C 0.949 -1.327 -1.487
28 H -1.422 0.661 -1.931
29 H -2.989 0.477 -2.711
30 H -2.696 -1.439 -1.340
31 C -3.099 1.612 1.259
32 H 3.924 1.132 1.683
33 H -4.138 1.448 0.969
34 H -1.612 0.446 2.297
35 H 5.428 -0.550 0.521
36 C 1.667 -1.946 0.721
37 C 2.098 -0.584 -1.650
38 N -1.752 -1.917 0.846
39 H 1.482 -2.500 1.628
40 C -2.500 0.656 -1.752
41 C -2.837 -0.497 -0.809
42 C -2.447 0.272 1.613
43 H -1.326 2.242 0.187

**Lowest unoccupied orbital energy**: 0.6 eV
**Orbital gap**: 0.353 Ha
**Relative energy (zero: lowest compared OMol25 entry of this formula, charge and spin)**: 9.3 kcal per mole
**E**: -1264.02356 Eh

[8]
C36H49GaN4O3P2S2 | ωB97M-V with the def2-TZVPD basis set

Geometry (Å):
1 C 1.767 -1.822 -5.208
2 H 4.708 -0.618 0.903
3 H 1.602 2.668 -1.691
4 H -5.262 -3.383 -0.233
5 H -4.853 1.634 -4.299
6 C -3.035 1.423 1.188
7 H 1.493 3.059 3.278
8 S 0.874 -4.742 1.594
9 C -3.483 2.896 -3.232
10 H -3.535 -1.631 -0.197
11 C 0.161 -0.326 -4.220
12 C 0.012 1.734 5.911
13 H 0.682 3.866 -0.767
14 H -1.893 -3.205 -3.855
15 H -3.965 3.812 -3.548
16 H -1.205 1.948 3.457
17 H 2.767 4.405 0.557
18 C 0.417 3.178 3.449
19 C 1.102 -3.309 0.721
20 C 1.544 3.204 -0.744
21 H 0.285 -3.285 -2.538
22 C -0.123 -1.284 -3.248
23 C 0.180 3.935 4.752
24 H 2.027 -2.596 -1.068
25 C -3.371 0.493 -3.257
26 C -2.605 -3.251 -3.043
27 H 4.480 -1.366 -1.489
28 C 1.482 -2.782 -4.241
29 H -1.050 1.894 6.098
30 C 2.306 -3.050 -0.116
31 N 0.116 -2.446 0.900
32 H -5.309 -5.037 -2.066
33 H -0.370 0.618 -4.235
34 C -4.537 -4.280 -2.043
35 H 5.501 -0.011 2.352
36 C -1.925 -1.977 2.090
37 C -4.505 -3.353 -1.006
38 C 3.545 0.772 2.070
39 C -0.589 -4.157 2.257
40 Ga -0.372 -0.671 0.134
41 H 2.488 -2.040 -5.986
42 H -3.355 -2.970 3.425
43 H -0.863 1.828 -1.373
44 H 2.977 4.718 -1.163
45 H -1.164 -4.749 2.951
46 H 2.912 0.936 -2.790
47 H 4.230 -1.219 2.514
48 H -1.979 3.913 -2.091
49 H 5.118 0.258 -1.834
50 H 1.669 3.003 5.877
51 H 3.419 1.092 3.102
52 H 2.977 -2.371 0.417
53 C -2.556 -2.334 -1.992
54 H -0.254 0.094 4.571
55 N -0.194 1.848 3.414
56 C -2.849 0.059 1.756
57 H 3.810 1.639 1.464
58 H 1.319 0.853 4.439
59 O 2.197 0.303 1.659
60 H -2.076 1.832 0.869
61 C 2.999 0.049 -2.166
62 H -3.699 1.385 0.321
63 C 4.397 -0.497 -2.141
64 H 1.316 0.134 -5.966
65 H 2.257 -0.683 -2.475
66 C -1.749 1.779 -2.004
67 H 4.656 -0.813 -3.153
68 N -1.825 -0.731 1.480
69 H 1.978 -3.743 -4.271
70 O 2.633 0.491 -0.798
71 H -0.881 4.123 4.920
72 C -2.364 2.953 -2.408
73 H -3.636 -4.930 -3.878
74 H 0.039 3.784 2.627
75 H 3.682 3.265 -0.459
76 C 4.546 -0.344 1.945
77 N 0.651 3.099 5.914
78 H 0.711 4.885 4.782
79 H -3.490 2.096 1.915
80 H 0.431 1.165 6.740
81 C 0.538 -2.517 -3.263
82 C -2.251 0.546 -2.426
83 C -3.034 -2.115 2.851
84 C -3.521 -2.381 -0.980
85 S -3.969 -0.682 2.793
86 P -1.390 -0.969 -2.010
87 C 2.820 3.932 -0.423
88 H -3.765 -0.460 -3.590
89 H 2.850 -3.969 -0.322
90 C 1.109 -0.599 -5.198
91 C 0.252 1.059 4.562
92 C -3.595 -4.224 -3.060
93 C -3.985 1.671 -3.655
94 P 1.569 0.700 0.289
95 C -0.841 -2.913 1.791
96 O 1.221 2.227 0.325
97 H 0.448 3.579 6.795

**Lowest unoccupied orbital energy**: -9.9 eV
**Charge**: +4
**Orbital gap**: 0.311 Ha
**Relative energy (zero: lowest compared OMol25 entry of this formula, charge and spin)**: 0.0 kcal per mole
**E**: -5248.64487 Eh